Density functional theory data (ωB97M-V/def2-TZVPD) for a 2-piece molecular cluster, C3H9N3O2 overall in a non-equilibrium geometry.

The value obtained for the HOMO energy is -9.67 eV. As for the total energy: -11819.108 eV. Its spin multiplicity is 1. The calculation puts the orbital gap at 10.67 eV. The energy above the lowest of the compared OMol25 structures with the same formula, charge and spin comes out at 477.72 kJ/mol.

```
17
Properties=species:S:1:pos:R:3:forces:R:3
H -3.963 1.460 0.507 0.19 0.38 0.01
H -3.244 0.175 1.648 0.02 -0.22 -0.02
H -0.524 -0.514 -1.682 -0.01 -0.13 0.26
H 3.546 0.507 0.458 0.11 -0.03 0.03
H 2.123 -1.472 0.851 -0.14 0.36 0.25
O -1.624 -0.746 -0.064 -0.79 0.60 0.95
C -3.228 0.693 0.692 0.12 -0.56 0.66
N -1.087 -1.262 -1.255 -0.07 0.64 -0.41
H -1.833 -1.481 -1.914 -0.26 0.02 0.37
C 2.598 1.031 0.553 -1.09 -0.52 -0.26
O 1.024 0.624 -1.227 -1.03 0.25 0.29
N -2.450 0.421 -0.251 0.54 -0.86 -1.84
H 2.343 1.115 1.607 0.07 0.04 0.10
N 1.474 -1.100 0.181 -0.65 -0.71 0.53
H 0.655 -1.661 -0.011 0.11 0.01 -0.44
H 2.681 2.016 0.107 -0.08 -0.03 -0.05
C 1.510 0.193 -0.200 2.97 0.75 -0.44
```
Positions in Å, forces in eV/Å.



Density functional theory data (ωB97M-V/def2-TZVPD) for a 2-piece molecular cluster, C3H9N3O3 overall in a non-equilibrium geometry.

The value obtained for the HOMO energy is -8.87 eV. As for the total energy: -13866.607 eV. Its spin multiplicity is 1. The calculation puts the orbital gap at 9.62 eV. The energy above the lowest of the compared OMol25 structures with the same formula, charge and spin comes out at 429.13 kJ/mol.

```
18
Properties=species:S:1:pos:R:3:forces:R:3
H -0.730 -0.241 2.087 -0.15 0.00 -0.21
H 2.015 0.705 1.369 -0.31 -0.02 -0.08
H 1.134 0.558 -1.478 -0.25 0.93 0.05
H -0.571 -1.093 -1.786 -0.10 0.01 -0.57
H -0.401 -1.937 1.678 0.09 0.03 0.23
H -1.875 -0.128 -2.616 -0.07 -0.54 0.39
C -0.991 0.692 -0.981 1.36 1.88 -2.02
H -1.643 -1.148 0.795 0.28 0.49 -0.48
O 0.692 2.145 -0.150 -0.08 -0.13 -0.52
O -1.763 1.551 -0.584 0.72 -1.07 -0.02
N 1.861 -0.284 1.231 1.88 1.32 0.52
C -0.678 -0.963 1.270 2.57 0.08 -0.63
H -0.240 2.462 -0.025 0.44 -0.04 -0.14
N -1.216 -0.311 -1.873 -0.03 0.20 1.02
C 0.883 -0.687 0.366 -4.19 -3.08 0.52
O 1.073 -1.438 -0.585 0.17 -0.07 0.16
N 0.460 0.925 -0.801 -1.95 0.04 1.95
H 1.988 -0.810 2.084 -0.40 -0.05 -0.19
```
Positions in Å, forces in eV/Å.



Density functional theory data (ωB97M-V/def2-TZVPD) for C3H9N3O3P as an isolated structure in a non-equilibrium geometry.

The value obtained for the HOMO energy is -5.15 eV. As for the total energy: -23159.425 eV. Its spin multiplicity is 1. The calculation puts the orbital gap at 9.09 eV. Its net charge is -1. The energy above the lowest of the compared OMol25 structures with the same formula, charge and spin comes out at 408.70 kJ/mol.

```
19
Properties=species:S:1:pos:R:3:forces:R:3
H -0.692 -0.532 2.427 -0.46 -1.31 -0.18
C 0.987 1.105 -0.712 -1.42 -3.24 0.89
H 0.914 0.326 -1.477 0.23 -0.28 -0.24
O -2.182 1.296 -2.127 0.96 0.30 0.90
H -0.178 2.716 -0.108 -0.39 -0.35 0.16
O 0.954 0.480 0.581 -1.97 -1.50 -1.04
C -1.466 1.237 -1.113 0.12 1.22 -1.79
P -0.579 -1.132 0.392 1.00 0.19 -0.58
H 0.839 -2.732 0.127 -0.31 0.79 2.11
H 1.900 1.536 -0.852 2.70 1.55 -0.17
N -0.913 -1.940 -0.988 1.06 1.28 2.77
H -0.004 2.741 -1.810 0.10 -1.12 0.30
H -2.137 -0.316 1.911 1.05 -1.98 -0.58
O -1.744 0.530 -0.098 -0.17 -1.72 1.49
H 1.373 -1.892 1.517 -0.83 0.12 -0.53
N -1.405 -1.125 1.906 -0.95 4.29 0.40
H -1.714 -1.494 -1.359 -1.05 0.57 -0.94
N 0.527 -2.242 1.040 2.20 -1.29 -2.27
C -0.130 2.016 -0.957 -1.86 2.49 -0.70
```
Positions in Å, forces in eV/Å.



Density functional theory data (ωB97M-V/def2-TZVPD) for an isolated ion of composition C3H9N3OP and charge +1 in a non-equilibrium geometry.

The value obtained for the HOMO energy (spin up / spin down) is -12.87 / -12.87 eV. As for the total energy: -19054.646 eV. Its spin multiplicity is 1. The calculation puts the orbital gap (spin up / spin down) at 8.46 / 8.46 eV. Its net charge is +1. The energy above the lowest of the compared OMol25 structures with the same formula, charge and spin comes out at 164.92 kJ/mol.

```
17
Properties=species:S:1:pos:R:3:forces:R:3
P 2.018 -0.652 -0.428 -2.74 -1.96 0.30
H -2.076 -1.226 0.360 0.50 1.02 0.97
N -0.394 0.267 0.445 0.50 1.86 1.02
C -2.574 0.714 -0.521 -1.22 0.25 -0.79
N 3.228 0.902 0.002 2.10 4.34 -1.19
H 3.879 -1.794 0.291 0.95 0.20 -0.45
O 2.937 -1.732 0.299 -1.24 -0.41 0.49
H -0.129 0.965 -0.321 -0.19 -0.89 1.40
H -3.414 0.477 -1.228 0.74 -0.59 1.13
H 0.809 -1.318 1.449 -0.71 -0.62 1.76
C -1.627 -0.331 -0.114 -0.34 -2.76 -2.20
H -1.316 -0.815 -1.029 0.93 -0.17 -0.30
N 3.382 1.826 -0.603 -0.09 -1.86 1.73
C 0.727 -0.605 0.696 2.61 0.10 -3.04
H -0.460 0.858 1.354 -0.77 -0.98 -1.89
H -2.911 0.977 0.439 -1.39 1.76 0.77
H -2.079 1.485 -1.090 0.38 0.72 0.29
```
Positions in Å, forces in eV/Å.



Density functional theory data (ωB97M-V/def2-TZVPD) for C3H9N3S as an isolated structure in a non-equilibrium geometry.

The value obtained for the HOMO energy is -8.18 eV. As for the total energy: -18557.787 eV. Its spin multiplicity is 1. The calculation puts the orbital gap at 8.98 eV. The energy above the lowest of the compared OMol25 structures with the same formula, charge and spin comes out at 472.10 kJ/mol.

```
16
Properties=species:S:1:pos:R:3:forces:R:3
C 1.059 -1.539 -1.069 -1.67 -1.25 2.54
H 1.325 0.888 -2.373 -0.11 1.84 4.10
H 0.549 -2.619 -1.010 1.29 2.39 -0.27
S -1.514 -1.002 -0.205 0.17 -1.33 -3.57
H -0.355 1.892 2.724 -0.25 -3.20 -2.25
N -0.498 1.013 1.995 4.02 -1.08 2.29
H -1.675 -0.560 0.932 -0.87 1.24 3.71
N 0.150 -0.648 -0.197 1.64 -1.66 -1.06
H 1.361 2.437 -0.943 -0.28 -0.71 -0.62
C 0.527 0.669 -0.077 0.35 0.34 -1.59
N 0.204 1.440 0.851 -0.64 2.51 0.93
C 1.416 1.342 -1.096 3.22 -1.74 -2.91
H 0.332 0.155 2.271 -3.49 2.80 0.20
H 2.593 1.098 -0.872 -2.82 0.35 -0.46
H 2.011 -1.564 -0.413 -1.10 -0.06 -2.00
H 1.071 -1.175 -2.124 0.54 -0.42 0.95
```
Positions in Å, forces in eV/Å.



Density functional theory data (ωB97M-V/def2-TZVPD) for an isolated molecule of C3H9N3S in a non-equilibrium geometry.

The value obtained for the HOMO energy is -9.00 eV. As for the total energy: -18561.490 eV. Its spin multiplicity is 1. The calculation puts the orbital gap at 9.72 eV. The energy above the lowest of the compared OMol25 structures with the same formula, charge and spin comes out at 114.76 kJ/mol.

```
16
Properties=species:S:1:pos:R:3:forces:R:3
H 1.813 -1.018 -2.031 -0.80 -0.01 -0.85
C -2.585 -0.350 -0.099 0.08 0.03 -0.03
H -2.088 -0.697 1.989 0.22 -0.02 -0.29
S -0.336 0.689 1.221 0.44 -0.39 -0.65
C -1.574 -0.624 1.020 -0.34 -0.08 -0.33
H -3.354 -1.124 -0.107 0.10 -0.12 -0.09
C 0.613 0.335 -0.300 0.18 0.99 -1.74
N 2.455 -0.857 -1.294 0.31 -0.50 1.62
H 3.046 -0.101 -1.556 0.41 0.58 -0.35
H -0.527 1.294 -1.573 1.19 -0.03 0.54
H -2.129 -0.288 -1.107 -0.14 -0.12 0.65
N 1.748 -0.443 -0.143 -0.45 0.42 -0.26
H -3.097 0.585 0.110 -0.02 0.20 -0.09
N 0.409 0.848 -1.479 -1.17 -0.70 1.26
H 1.725 -1.126 0.584 0.08 -0.18 0.41
H -1.037 -1.554 0.830 -0.08 -0.06 0.18
```
Positions in Å, forces in eV/Å.